30
Properties=species:S:1:pos:R:3 method="wB97M-V/def2-TZVPD" energy_ev=-24490.284 gap_ev=9.103 de_lowest_ev=2.724
C 4.160 0.898 -0.093
H -2.841 0.575 1.593
H 7.505 -1.454 -0.025
C 1.881 0.260 -0.508
H -3.076 1.578 -1.161
H 3.996 -2.458 -0.415
C 2.301 -1.070 -0.587
C 2.815 1.251 -0.232
P -3.158 -0.616 -0.440
H -5.568 -1.181 -0.071
C 6.513 -1.633 -0.207
H 6.187 -1.971 -1.169
H 4.990 1.606 0.252
C 3.626 -1.398 -0.415
H -5.082 -1.221 -1.704
H 6.233 -2.480 0.504
C -4.793 -1.543 -0.814
H -3.638 0.510 -2.395
H -4.532 0.523 1.201
H -4.812 1.004 -1.141
H -3.945 -0.837 1.850
C -3.796 0.829 -1.381
N -0.419 1.020 -1.268
H 2.478 2.238 -0.079
C 0.603 0.749 -0.850
H 1.587 -1.733 -0.828
O 5.826 -0.524 0.248
C -3.703 -0.055 1.237
H -4.645 -2.702 -0.875
C 4.543 -0.414 -0.071

=====

19
Properties=species:S:1:pos:R:3 method="wB97M-V/def2-TZVPD" energy_ev=-5411.073 gap_ev=12.256 de_lowest_ev=0.977
H -1.410 -1.317 -3.886
C -0.821 1.164 2.266
H 2.300 -0.240 1.337
H -1.036 0.752 3.256
C -0.640 -0.629 -3.478
H -0.359 -0.627 1.199
H 0.274 0.757 0.451
C 0.124 0.363 1.435
H 2.032 1.180 2.394
H -1.811 1.439 1.932
H -0.878 0.444 -3.642
C 1.524 0.192 2.064
H -0.198 -2.123 -1.941
H 1.565 -0.665 2.687
H -1.012 -0.744 -1.406
C -0.212 -1.037 -2.076
H 0.284 -0.735 -4.173
H -0.393 2.184 2.291
H 0.789 -0.621 -1.762

=====

16
Properties=species:S:1:pos:R:3 method="wB97M-V/def2-TZVPD" energy_ev=-9431.863 gap_ev=9.375 de_lowest_ev=4.379
C 1.846 -0.831 -1.420
H 0.360 0.199 -2.398
C -0.911 1.260 0.213
C 0.409 0.651 -0.381
H -2.463 -1.606 1.487
C 0.666 -0.126 -1.450
H 3.138 -0.835 0.479
C 2.247 -0.594 -0.033
C -1.737 -0.897 1.117
C -1.918 0.403 0.922
H -0.460 1.956 1.118
H -0.803 -1.627 1.210
H -1.399 1.888 -0.503
O 1.347 0.474 0.504
H 2.298 -1.272 -2.236
H -2.620 0.956 1.371

=====

19
Properties=species:S:1:pos:R:3 method="wB97M-V/def2-TZVPD" energy_ev=-8356.884 gap_ev=9.763 de_lowest_ev=3.252
C 1.162 -0.044 -0.042
H 1.013 0.346 0.983
H 2.869 -1.518 -0.244
N -0.818 1.090 -1.016
C -1.687 1.169 0.119
H 1.910 0.673 -0.516
H -0.394 2.212 1.278
C 1.850 -1.324 0.073
C 1.354 -2.518 0.541
H 1.928 -3.217 1.031
H -0.717 -1.083 -0.790
H 0.268 -2.783 0.255
C -0.025 -0.207 -0.997
H -2.025 2.225 1.700
H -1.292 1.066 -1.890
H -1.704 0.304 0.823
H 0.284 -0.160 -1.992
H -2.639 1.414 -0.236
N -1.337 2.355 0.921

=====

50
Properties=species:S:1:pos:R:3 method="wB97M-V/def2-TZVPD" energy_ev=-51984.561 gap_ev=7.341 de_lowest_ev=0.000
S 0.122 -3.227 0.939
C -1.960 4.112 -1.988
C -3.625 -4.616 0.228
H 0.036 1.560 -2.899
H 3.784 -2.333 -3.713
C -2.369 1.915 1.070
H -2.875 2.715 1.630
H 0.469 1.950 2.892
N 1.850 -2.826 -1.962
H -1.040 0.314 3.708
N -4.748 -4.706 -0.005
H 4.889 -0.156 -3.976
H -3.093 1.106 0.943
S -2.504 -1.826 0.173
H 0.684 -1.694 2.938
N 2.100 -0.610 -1.368
C -0.326 2.399 2.294
H -0.821 3.169 2.901
H 2.663 -1.278 1.750
N -1.270 1.355 1.897
C -1.604 -3.288 0.535
C 3.732 0.805 -2.419
C -2.359 3.646 -0.739
C -1.497 -5.712 0.787
C -0.641 2.133 -2.264
H 2.173 -3.626 -2.477
N 1.988 -0.556 1.991
C -1.023 1.608 -1.024
C 4.109 -0.274 -3.234
N -0.927 -6.691 0.994
H 2.497 0.305 2.156
H 4.192 1.778 -2.498
H 1.313 -3.027 -1.121
H -2.327 5.064 -2.351
C 2.479 -1.642 -2.134
N 1.249 -0.879 3.185
C 3.499 -1.489 -3.101
C -1.843 0.706 3.086
H -3.034 4.243 -0.136
C -1.092 3.354 -2.759
La -0.098 -0.393 0.187
C 2.730 0.574 -1.518
H 0.088 2.882 1.408
H 2.369 1.381 -0.885
C -1.894 2.423 -0.274
H -0.779 3.714 -3.731
C -2.225 -4.505 0.518
H 1.883 -1.173 3.923
H -2.430 1.426 3.669
H -2.492 -0.111 2.772

=====

120
Properties=species:S:1:pos:R:3 method="wB97M-V/def2-TZVPD" energy_ev=-52883.104 gap_ev=9.774 de_lowest_ev=0.119
C -0.313 0.141 0.190
C -0.607 3.752 2.650
H -0.817 2.571 4.430
C -2.391 -3.155 1.355
H 2.224 -3.909 -0.290
O 1.244 -6.631 -1.905
C -1.049 6.286 -2.553
C -2.002 5.579 -1.602
H -1.438 1.798 2.986
C -2.065 4.104 -1.877
H -1.160 0.820 -1.622
H 3.311 -6.663 -0.236
C 1.555 -0.972 3.848
H -0.782 4.234 0.740
H -4.435 -3.475 3.264
H -0.812 7.311 -2.247
H 4.539 -1.033 -4.713
O -0.406 3.506 1.255
H -1.415 6.639 -0.056
H 6.833 -0.036 -1.215
H -0.876 -4.248 2.962
C 1.902 -4.501 -1.149
H 0.605 -0.555 3.503
H 1.197 -7.561 -1.664
H 1.801 -0.557 4.824
H 1.287 -1.343 -0.015
H 2.292 -0.664 3.105
H 5.218 0.513 -3.001
H -3.276 -2.762 0.841
H -4.502 4.709 0.251
H -1.077 3.653 -1.749
C -2.912 -1.863 -5.463
O -5.240 2.395 0.525
H 0.755 -0.608 -1.498
C -2.696 -4.304 2.276
H -3.292 2.534 1.157
C -3.451 -3.878 3.526
C 1.871 -3.155 2.551
C 1.470 -2.500 3.865
H -0.543 -0.146 1.222
H -1.943 -2.319 1.902
H -5.469 2.996 3.249
H 0.299 4.948 4.222
H -1.911 -1.468 -5.638
H -3.271 -5.095 1.792
H -2.166 -2.825 -2.225
C -2.304 -2.080 -3.011
H 1.947 3.802 -0.863
H 1.072 -2.970 1.828
H -0.096 5.756 -2.594
H 0.530 5.603 2.571
H -3.741 2.737 3.524
C -4.584 2.490 2.867
H 0.407 -5.717 -0.229
C 5.356 -1.343 -4.061
H 4.464 2.336 -1.801
H -3.280 -2.438 -6.314
H 0.397 1.945 0.774
H 4.620 1.257 0.380
H 2.811 -2.753 2.182
H -1.724 -3.451 0.543
C 0.397 -0.984 -0.540
H -5.068 1.453 0.435
H 2.806 -4.609 -1.753
H -0.216 -2.502 4.899
O 0.678 1.187 0.237
C 0.462 4.697 3.173
O 4.326 -0.992 -1.946
H -2.717 3.602 -1.157
H 4.659 2.968 0.638
C -4.273 2.932 1.445
C -0.624 2.419 3.366
H 2.477 -5.960 1.168
H 2.752 3.909 -2.418
H -1.497 6.372 -3.544
H 2.080 -2.912 4.675
C 1.380 -5.846 -0.719
H -2.475 -3.687 -4.430
O 0.120 -2.954 4.120
H -3.385 4.885 1.632
C -2.959 -2.729 -4.210
H 7.571 -0.678 -2.687
C 6.699 -0.746 -2.031
H 6.693 -1.754 -1.609
H -2.937 -1.288 -2.612
H 1.965 -7.508 0.558
H -2.903 -3.102 4.063
H -1.589 4.225 2.776
O 2.714 1.340 -1.591
O -4.325 -2.958 -3.830
H 5.201 -2.400 -3.827
O -1.463 -4.951 2.649
H 1.440 4.210 3.099
H -4.774 -3.405 -4.553
C -1.499 0.643 -0.599
C 2.922 3.738 -1.353
H 3.557 4.543 -0.975
C 2.340 -6.527 0.245
O -1.546 5.704 -0.240
H 3.744 -0.243 -1.746
H -2.446 3.892 -2.875
H 6.281 -1.300 -4.644
C -4.318 4.443 1.291
H -3.626 -4.754 4.148
C 5.403 -0.543 -2.780
H -4.705 1.408 2.943
H -3.559 -0.992 -5.328
H 3.139 2.046 0.932
C 3.585 2.387 -1.152
H -2.282 -0.118 -0.653
H 0.322 1.888 3.244
H 2.037 1.222 -0.899
H -1.331 -1.657 -3.263
H -5.141 4.846 1.884
H -0.248 -1.862 -0.617
H 1.923 -4.233 2.705
H -3.003 6.019 -1.678
H -1.895 1.573 -0.194
C 4.011 2.162 0.286
H 1.161 -3.952 -1.729

=====

41
Properties=species:S:1:pos:R:3 method="wB97M-V/def2-TZVPD" energy_ev=-319141.619 gap_ev=6.459 de_lowest_ev=0.087 charge=+1
C -1.058 4.344 -0.728
C -0.100 -1.656 2.632
Br -0.168 -4.996 0.221
H 4.659 4.662 0.734
C -2.049 1.965 -0.672
N 1.337 3.066 -0.081
H 2.912 4.838 0.834
O -0.025 -0.331 2.285
N 3.593 2.990 0.182
C -4.084 0.141 -1.001
C -0.174 -3.896 1.736
H 4.425 2.427 0.242
Br -0.201 -0.872 5.315
C -0.263 -4.387 3.046
N -1.826 0.650 -0.440
S 2.583 0.581 -0.053
H -3.472 3.456 -1.249
C -0.189 -2.124 3.924
C -2.818 -0.238 -0.603
H -2.570 -1.274 -0.404
H -4.856 -0.605 -1.122
C -0.897 2.879 -0.510
Br -0.399 -4.161 5.886
Br -0.374 -6.241 3.318
C -0.271 -3.508 4.130
H -1.402 4.543 -1.745
H -0.111 4.848 -0.569
H 4.522 4.685 -1.776
H 3.827 6.153 -1.087
H -1.800 4.750 -0.038
C 2.437 2.353 0.026
H 2.764 4.866 -1.669
C -0.091 -2.534 1.545
H -5.305 1.820 -1.543
C -3.298 2.406 -1.068
C -4.324 1.485 -1.233
Zr 0.197 0.038 0.403
N 0.220 2.306 -0.207
O 0.000 -1.917 0.324
C 3.707 5.073 -1.164
C 3.723 4.447 0.222

=====

48
Properties=species:S:1:pos:R:3 method="wB97M-V/def2-TZVPD" spin_multiplicity=2 energy_ev=-108501.134 gap_ev="7.192 / 7.290" charge=-1
Cl -0.947 3.946 5.327
C -0.316 2.483 4.600
C -1.685 -2.226 -2.409
C -2.734 -3.147 -2.581
C 1.999 -1.062 1.939
H 1.392 1.447 1.908
O 1.071 -1.048 2.996
O 2.260 -0.490 -0.361
C 1.425 -0.697 0.594
Cr 0.761 -0.105 -1.652
N 0.476 2.445 -0.211
H 2.355 -2.089 1.866
C 1.702 2.710 -1.953
Cl -5.301 -3.830 -3.119
C -0.068 0.089 4.676
N 2.736 -0.270 -5.170
C -0.383 -2.748 -2.103
H -0.291 -3.841 -2.049
H 0.614 -1.767 5.530
H -0.866 -1.119 6.260
O 0.632 -2.087 -1.910
C 0.881 1.376 2.857
C -0.322 -1.245 5.324
C -1.880 -0.839 -2.579
H -0.904 -1.893 4.666
N 0.975 1.787 -1.306
C 2.395 1.254 -3.762
N 3.018 1.033 -4.896
O 0.201 -0.612 0.385
H 2.887 3.233 -3.527
C -3.979 -2.707 -2.912
O -0.951 0.045 -2.456
C -4.211 -1.336 -3.095
C -3.197 -0.433 -2.940
N 1.990 -0.779 -4.258
H 0.536 3.491 2.904
H -5.200 -0.986 -3.363
C -0.546 1.267 5.226
N 1.750 0.183 -3.321
N 2.417 2.460 -3.092
H -1.108 1.238 6.152
C 0.651 0.161 3.481
H 2.856 -0.415 2.136
Cl -3.497 1.255 -3.177
H -2.543 -4.206 -2.449
N 0.887 3.652 -0.250
C 0.388 2.549 3.416
N 1.673 3.872 -1.346

=====

19
Properties=species:S:1:pos:R:3 method="wB97M-V/def2-TZVPD" energy_ev=-18632.787 gap_ev=7.805 de_lowest_ev=5.025
O -0.758 -0.636 -3.783
O 0.583 0.600 -2.741
C 1.429 0.315 1.482
F -2.262 -1.007 -1.876
H 0.041 2.047 -1.172
C 1.631 -1.855 2.407
C 0.973 1.371 0.578
H 0.222 -1.166 0.718
N -1.923 -0.010 0.574
H -2.194 0.698 1.262
N -0.397 -0.057 -2.808
H 1.681 2.103 0.376
C -1.203 -0.206 -1.686
C 1.028 -0.969 1.473
H 2.295 0.677 2.115
H -2.082 -0.982 0.750
C -1.056 0.365 -0.401
C -0.047 1.413 -0.370
N 2.040 -2.700 3.100

=====

Copy entry 9 word for word.
19
Properties=species:S:1:pos:R:3 method="wB97M-V/def2-TZVPD" energy_ev=-18632.787 gap_ev=7.805 de_lowest_ev=5.025
O -0.758 -0.636 -3.783
O 0.583 0.600 -2.741
C 1.429 0.315 1.482
F -2.262 -1.007 -1.876
H 0.041 2.047 -1.172
C 1.631 -1.855 2.407
C 0.973 1.371 0.578
H 0.222 -1.166 0.718
N -1.923 -0.010 0.574
H -2.194 0.698 1.262
N -0.397 -0.057 -2.808
H 1.681 2.103 0.376
C -1.203 -0.206 -1.686
C 1.028 -0.969 1.473
H 2.295 0.677 2.115
H -2.082 -0.982 0.750
C -1.056 0.365 -0.401
C -0.047 1.413 -0.370
N 2.040 -2.700 3.100